Entry 1:
Computed, not measured: the ion C36H40N3O with charge +1 in a non-equilibrium geometry, with ωB97M-V with the def2-TZVPD basis set.

```
80
Properties=species:S:1:pos:R:3
C 6.787 -2.975 1.223
N 5.738 -2.931 0.237
C 5.882 -3.650 -1.004
C 4.540 -3.397 -1.737
C 3.743 -2.540 -0.819
C 2.456 -1.998 -0.913
C 1.954 -1.166 0.121
C 0.531 -0.539 0.029
C -0.049 -0.344 1.433
C 0.494 0.755 2.148
C 0.038 1.108 3.404
C -0.987 0.321 3.934
C -1.547 -0.777 3.260
C -1.051 -1.155 2.009
C -2.667 -1.293 4.094
C -2.594 -0.472 5.414
N -1.566 0.501 5.144
C -1.124 1.463 6.116
N 0.421 0.816 -0.618
C 1.754 1.396 -1.085
C 1.878 0.884 -2.507
C 0.456 0.568 -2.992
C -0.447 1.105 -1.914
C -1.977 0.778 -1.991
O -2.219 -0.595 -1.724
C -2.558 0.919 -3.416
C -3.437 -0.067 -3.870
C -3.972 0.004 -5.162
C -3.680 1.094 -5.985
C -2.819 2.098 -5.525
C -2.261 2.007 -4.244
C -2.772 1.670 -1.002
C -2.782 1.286 0.328
C -3.597 1.923 1.263
C -4.370 3.023 0.869
C -4.326 3.451 -0.458
C -3.536 2.773 -1.394
C 2.744 -1.040 1.287
C 4.042 -1.527 1.379
C 4.531 -2.305 0.328
H 6.387 -2.757 2.217
H 7.247 -3.973 1.235
H 7.602 -2.266 1.013
H 6.747 -3.284 -1.578
H 6.076 -4.717 -0.821
H 4.743 -2.908 -2.697
H 4.031 -4.345 -1.930
H 1.802 -2.277 -1.748
H -0.110 -1.200 -0.572
H 1.358 1.298 1.751
H 0.399 1.980 3.949
H -1.456 -2.044 1.509
H -3.644 -1.127 3.616
H -2.573 -2.367 4.286
H -2.327 -1.105 6.276
H -3.547 0.025 5.651
H -0.037 1.585 6.049
H -1.585 2.451 5.966
H -1.387 1.107 7.118
H 0.005 1.451 0.081
H 2.567 1.126 -0.408
H 1.617 2.487 -1.042
H 2.513 -0.005 -2.530
H 2.360 1.632 -3.149
H 0.310 -0.516 -3.106
H 0.223 1.034 -3.953
H -0.397 2.208 -1.929
H -1.756 -0.888 -0.913
H -3.687 -0.903 -3.218
H -4.629 -0.805 -5.494
H -4.112 1.151 -6.983
H -2.587 2.957 -6.157
H -1.609 2.802 -3.874
H -2.163 0.443 0.619
H -3.619 1.551 2.286
H -5.016 3.526 1.588
H -4.909 4.314 -0.778
H -3.528 3.110 -2.426
H 2.362 -0.577 2.195
H 4.680 -1.346 2.242
```

Computed properties:
multiplicity	1
relative energy (zero: lowest compared OMol25 entry of this formula, charge and spin)	0.0000	eV
E_HOMO	-9.7	eV
LUMO level	-0.069	hartree
SMILES string	CN1CCc2cc(C(c3ccc4c(c3)CCN4C)[N@H+]3CCC[C@H]3C(O)(c3ccccc3)c3ccccc3)ccc21
frontier orbital gap	0.286	Ha
F_max	2.11	eV/A
charge	+1

Entry 2:
Computed, not measured: a structure of composition C36H40P2W in a non-equilibrium geometry, with ωB97M-V with the def2-TZVPD basis set.

```
79
Properties=species:S:1:pos:R:3
W 0.091 -0.444 -0.349
C -1.379 0.577 -1.999
C -1.536 -0.947 -1.949
C -0.968 -1.891 -2.962
C 0.558 -1.947 -2.991
C 1.156 -1.322 -1.738
C 1.627 0.055 -1.574
C 1.151 1.136 -2.521
C -0.338 1.156 -2.915
C 0.481 -1.910 1.017
H -2.352 1.001 -2.349
H -2.662 -1.145 -1.894
H -1.464 -1.635 -3.943
H -1.263 -2.940 -2.702
H 0.890 -3.004 -2.993
H 0.976 -1.532 -3.915
H 1.745 -2.050 -1.148
H 2.667 0.156 -1.240
H 1.724 1.093 -3.479
H 1.438 2.109 -2.093
H -0.649 2.170 -3.191
H -0.399 0.571 -3.831
H 0.876 -1.500 1.955
H 1.228 -2.530 0.496
H -0.456 -2.470 1.133
P -3.053 -0.181 1.613
P 3.402 0.585 1.494
C -2.087 -0.165 0.155
C -1.419 0.922 -0.533
C -3.789 -1.905 1.490
C -3.700 -2.739 0.359
C -4.067 -4.096 0.436
C -4.598 -4.612 1.635
C -4.686 -3.787 2.774
C -4.249 -2.454 2.702
C -4.288 1.014 0.948
C -3.781 2.311 0.795
C -4.522 3.261 0.096
C -5.787 2.880 -0.399
C -6.294 1.600 -0.217
C -5.541 0.630 0.443
C 4.778 -0.424 1.079
C 4.640 -1.838 0.953
C 5.738 -2.655 1.186
C 6.969 -2.066 1.543
C 7.104 -0.682 1.659
C 6.025 0.137 1.428
C 3.700 2.192 0.779
C 3.318 3.188 1.722
C 3.137 4.507 1.342
C 3.334 4.876 0.002
C 3.700 3.913 -0.949
C 3.897 2.576 -0.574
H -1.553 -1.275 0.040
H -1.162 1.897 -0.092
H -3.351 -2.331 -0.593
H -3.952 -4.740 -0.435
H -4.943 -5.642 1.681
H -5.106 -4.176 3.704
H -4.280 -1.822 3.586
H -2.779 2.560 1.182
H -4.117 4.281 -0.035
H -6.377 3.639 -0.932
H -7.295 1.336 -0.584
H -5.886 -0.387 0.573
H 3.658 -2.261 0.739
H 5.642 -3.744 1.107
H 7.821 -2.715 1.727
H 8.068 -0.245 1.946
H 6.079 1.213 1.561
H 3.099 2.871 2.738
H 2.847 5.242 2.088
H 3.217 5.915 -0.289
H 3.830 4.217 -1.994
H 4.175 1.844 -1.334
C 0.305 0.965 1.444
H 1.022 0.529 2.177
H -0.662 1.099 1.993
H 0.678 1.988 1.216
```

Computed properties:
multiplicity	3
expectation value of S²	2.036
E_HOMO (spin up / spin down)	-12.8 / -13.3	eV
LUMO level (spin up / spin down)	-0.298 / -0.298	hartree
frontier orbital gap (spin up / spin down)	0.172 / 0.191	Ha
F_max	3.83	eV/A
charge	+2

Entry 3:
Computed, not measured: a structure of composition C36H41CaN5O3P in a non-equilibrium geometry, with ωB97M-V with the def2-TZVPD basis set.

```
87
Properties=species:S:1:pos:R:3
Ca -0.268 0.495 -0.129
O -0.463 0.937 1.974
C 0.478 1.405 2.733
C 0.161 2.285 3.791
C 1.129 2.827 4.606
C 2.474 2.505 4.433
C 2.809 1.621 3.430
C 1.855 1.055 2.578
C 2.352 0.103 1.589
N 1.635 -0.400 0.661
N 2.231 -1.357 -0.166
C 1.336 -1.864 -0.981
O 0.095 -1.574 -1.066
C 1.856 -2.901 -1.932
C 0.944 -3.718 -2.593
C 1.380 -4.673 -3.500
C 2.735 -4.812 -3.762
C 3.649 -3.994 -3.110
C 3.215 -3.047 -2.197
H -0.886 2.531 3.929
H 0.839 3.522 5.385
H 3.238 2.955 5.051
H 3.849 1.360 3.271
H 3.397 -0.216 1.674
H -0.107 -3.577 -2.386
H 0.661 -5.306 -4.007
H 3.079 -5.551 -4.474
H 4.708 -4.095 -3.315
H 3.911 -2.402 -1.683
C -2.910 2.857 0.849
C -3.202 1.746 -0.111
O -2.526 1.553 -1.108
N -4.245 0.921 0.196
C -4.363 -0.358 -0.469
C -3.479 -1.430 0.123
C -3.876 -2.760 0.108
C -3.036 -3.706 0.671
C -1.848 -3.289 1.247
C -1.536 -1.938 1.206
N -2.326 -1.030 0.643
H -2.151 2.490 1.552
H -3.801 3.165 1.397
H -2.493 3.698 0.300
H -4.541 0.960 1.161
H -4.089 -0.206 -1.517
H -5.406 -0.684 -0.443
H -4.824 -3.041 -0.328
H -3.312 -4.753 0.669
H -1.163 -3.986 1.706
H -0.616 -1.559 1.636
C 0.906 2.740 -0.789
C 1.799 3.425 0.052
C 1.386 4.381 1.022
C 2.271 4.987 1.874
C 3.643 4.707 1.812
C 4.085 3.780 0.859
C 3.201 3.165 0.014
C 4.549 5.313 2.727
N 5.281 5.803 3.474
H 1.362 2.232 -1.638
H -0.062 3.194 -1.005
H 0.329 4.608 1.110
H 1.907 5.685 2.619
H 5.140 3.541 0.797
H 3.567 2.444 -0.709
C -2.114 -1.121 -5.051
C -1.779 -0.674 -3.633
P -0.338 0.459 -3.388
C 0.967 -0.376 -4.388
C 2.369 0.081 -3.997
C -0.851 1.875 -4.453
C 0.181 2.990 -4.543
H -2.951 -1.822 -5.052
H -1.270 -1.628 -5.518
H -2.392 -0.286 -5.690
H -1.566 -1.536 -2.996
H -2.629 -0.158 -3.177
H 0.781 -0.229 -5.459
H 0.876 -1.448 -4.191
H 2.517 1.144 -4.185
H 3.132 -0.470 -4.548
H 2.542 -0.085 -2.933
H -1.771 2.256 -3.999
H -1.109 1.521 -5.457
H 0.484 3.334 -3.554
H -0.217 3.844 -5.094
H 1.078 2.659 -5.068
```

Computed properties:
multiplicity	1
relative energy (zero: lowest compared OMol25 entry of this formula, charge and spin)	0.5550	eV
E_HOMO	-3.2	eV
LUMO level	0.078	hartree
frontier orbital gap	0.195	Ha
F_max	1.83	eV/A
charge	-1

What is the formula in the third record?
C36H41CaN5O3P